# 1
The following is a DFT calculation (wB97M-V/def2-TZVPD) of a 2-piece molecular cluster, C3H6ClNS overall in a non-equilibrium geometry.

## Properties
- Strongest force on any atom: 4.98 eV/A
- Charge: 0
- Kohn-Sham gap (spin up / spin down): 9.68 / 5.42 eV
- Lowest unoccupied orbital energy (spin up / spin down): 0.56 / -0.61 eV
- Energy relative to the best compared isomer or geometry (same formula, charge and spin): 129.67 kcal/mol
- 2S+1: 1
- E: -1030.8458 Eh

Last column: Löwdin charge in e.
Atoms and positions in Å:
C 0.4791 1.1651 -0.3918  -0.61
C 2.8836 -0.0785 0.1642  -0.36
C -2.8893 -1.1244 0.5070  -0.43
N -0.5714 1.6822 -0.1690  0.02
S 1.5080 -0.0005 -1.0685  0.80
Cl -3.0143 0.0378 -0.7707  0.54
H 3.3755 0.8731 0.1959  0.04
H 3.6177 -0.5691 -0.2762  -0.04
H 2.5456 -0.6339 1.0291  0.04
H -3.7343 -1.0767 1.1254  -0.04
H -2.6921 -2.1798 0.1526  0.03
H -1.5082 1.9047 -0.4980  0.00

Forces on atoms 1 to 3 (eV/Å):
C 1.746 -1.144 0.681
C -3.228 1.856 0.493
C 0.127 -1.501 -1.979


# 2
The following is a DFT calculation (wB97M-V/def2-TZVPD) of a 2-piece molecular cluster, C3H6ClO2S overall in a non-equilibrium geometry.

## Properties
- Strongest force on any atom: 4.32 eV/A
- Charge: -1
- Kohn-Sham gap: 6.55 eV
- Lowest unoccupied orbital energy: 3.38 eV
- Energy relative to the best compared isomer or geometry (same formula, charge and spin): 51.36 kcal/mol
- 2S+1: 1
- E: -1126.7208 Eh

Last column: Löwdin charge in e.
Atoms and positions in Å:
C -0.9971 -0.7792 -0.1888  -0.20
C 1.9308 -0.3967 0.3235  -0.25
C -0.1424 0.1580 0.5800  -0.63
O 1.5034 -0.7860 -2.2619  -0.57
O 2.5832 1.3282 -1.7509  -0.61
S 2.5178 -0.1649 -1.3747  0.55
Cl -0.4172 0.1650 2.3710  0.43
H -2.0786 -0.6290 -0.0242  0.08
H -0.6964 -1.7567 0.0078  0.05
H -0.7078 -0.5685 -1.1531  0.03
H 2.5558 0.0291 1.1716  0.05
H 1.9109 -1.4316 0.4348  -0.02
H -0.0995 1.2695 0.2329  0.10

Forces on atoms 1 to 3 (eV/Å):
C -0.770 1.353 1.656
C -2.845 2.846 0.836
C 3.953 1.744 0.023


Among the records above, which one has the lowest charge?
C3H6ClO2S